ORCA calculation (ωB97M-V with the def2-TZVPD basis set) on a 17-piece molecular cluster, C64H174N12O25 overall at a distorted geometry.

Last columns: bonded neighbours and bond lengths (Å).
Positions of all 275 atoms, in Å:
1 O -2.109 5.237 0.616  H2 0.962, H3 0.955
2 H -1.482 5.935 0.826  O1 0.962
3 H -1.907 4.521 1.217  O1 0.955
4 O 1.244 1.946 -8.198  H5 0.949, H6 0.963
5 H 2.191 1.934 -8.133  O4 0.949
6 H 0.994 2.760 -8.648  O4 0.963
7 O 0.282 -0.201 -6.373  H8 0.949, H9 0.963
8 H -0.341 -0.767 -6.810  O7 0.949
9 H 0.380 0.544 -6.975  O7 0.963
10 O -1.191 -3.898 4.657  H11 0.950, H12 0.985
11 H -1.832 -4.589 4.771  O10 0.950
12 H -0.391 -4.340 4.289  O10 0.985
13 O -0.718 2.275 2.296  H14 0.966, H15 0.983
14 H -1.388 2.468 2.965  O13 0.966
15 H -0.796 1.308 2.137  O13 0.983
16 C -4.540 -3.375 5.888  C17 1.539, H22 1.102, H23 1.082, H24 1.099
17 C -4.620 -2.032 5.140  C16 1.539, C18 1.577, N21 1.449, H25 1.090
18 C -6.075 -1.441 5.276  C17 1.577, O19 1.418, H26 1.108, H27 1.097
19 O -7.079 -2.145 4.563  C18 1.418, C20 1.394
20 C -6.980 -2.213 3.175  O19 1.394, H28 1.094, H29 1.108, H30 1.092
21 N -3.700 -1.147 5.825  C17 1.449, H31 1.007, H32 1.039
22 H -5.195 -3.279 6.770  C16 1.102
23 H -3.533 -3.600 6.214  C16 1.082
24 H -4.929 -4.176 5.245  C16 1.099
25 H -4.475 -2.182 4.070  C17 1.090
26 H -6.117 -0.385 4.942  C18 1.108
27 H -6.372 -1.560 6.325  C18 1.097
28 H -6.179 -2.893 2.870  C20 1.094
29 H -6.849 -1.233 2.676  C20 1.108
30 H -7.915 -2.707 2.899  C20 1.092
31 H -3.708 -0.186 5.524  N21 1.007
32 H -2.753 -1.525 5.623  N21 1.039
33 C 0.011 -2.572 -2.956  C34 1.517, H39 1.091, H40 1.093, H41 1.070
34 C -1.004 -3.614 -2.525  C33 1.517, C35 1.512, N38 1.527, H42 1.081
35 C -2.042 -3.860 -3.595  C34 1.512, O36 1.474, H43 1.130, H44 1.110
36 O -2.951 -4.918 -3.117  C35 1.474, C37 1.422
37 C -4.064 -5.203 -3.954  O36 1.422, H45 1.116, H46 1.110, H47 1.116
38 N -0.138 -4.831 -2.209  C34 1.527, H48 1.003, H49 1.014
39 H 0.844 -2.509 -2.254  C33 1.091
40 H -0.371 -1.571 -3.171  C33 1.093
41 H 0.424 -2.865 -3.897  C33 1.070
42 H -1.513 -3.332 -1.613  C34 1.081
43 H -1.524 -4.224 -4.531  C35 1.130
44 H -2.552 -2.896 -3.799  C35 1.110
45 H -4.741 -4.326 -4.086  C37 1.116
46 H -4.631 -6.010 -3.447  C37 1.110
47 H -3.802 -5.530 -4.989  C37 1.116
48 H -0.303 -5.068 -1.249  N38 1.003
49 H -0.462 -5.643 -2.723  N38 1.014
50 C 1.935 -3.911 1.831  C51 1.562, H56 1.102, H57 1.076, H58 1.081
51 C 0.965 -5.103 2.108  C50 1.562, C52 1.527, N55 1.503, H59 1.104
52 C 1.241 -6.312 1.218  C51 1.527, O53 1.406, H60 1.107, H61 1.090
53 O 2.575 -6.664 1.492  C52 1.406, C54 1.359
54 C 2.963 -7.820 0.891  O53 1.359, H62 1.091, H63 1.107, H64 1.087
55 N 0.964 -5.380 3.586  C51 1.503, H65 1.006, H66 1.031
56 H 1.459 -3.126 2.440  C50 1.102
57 H 1.836 -3.619 0.801  C50 1.076
58 H 2.945 -4.108 2.163  C50 1.081
59 H -0.050 -4.747 1.859  C51 1.104
60 H 1.067 -6.013 0.166  C52 1.107
61 H 0.540 -7.116 1.441  C52 1.090
62 H 3.978 -8.094 1.180  C54 1.091
63 H 2.995 -7.702 -0.209  C54 1.107
64 H 2.341 -8.691 1.087  C54 1.087
65 H 0.523 -6.266 3.763  N55 1.006
66 H 1.892 -5.373 4.033  N55 1.031
67 C 0.493 8.406 -1.944  C68 1.541, H73 1.069, H74 1.093, H75 1.091
68 C 1.016 7.219 -2.776  C67 1.541, C69 1.550, N72 1.512, H76 1.106
69 C 2.090 6.326 -2.104  C68 1.550, O70 1.373, H77 1.090, H78 1.102
70 O 3.183 7.086 -1.767  C69 1.373, C71 1.423
71 C 4.066 6.420 -0.871  O70 1.423, H79 1.090, H80 1.092, H81 1.109
72 N -0.233 6.452 -3.147  C68 1.512, H82 1.010, H83 1.013
73 H -0.234 8.929 -2.529  C67 1.069
74 H 1.319 9.081 -1.712  C67 1.093
75 H 0.008 8.073 -1.025  C67 1.091
76 H 1.506 7.578 -3.700  C68 1.106
77 H 2.369 5.523 -2.786  C69 1.090
78 H 1.637 5.851 -1.218  C69 1.102
79 H 3.560 6.167 0.061  C71 1.090
80 H 4.829 7.179 -0.688  C71 1.092
81 H 4.515 5.545 -1.384  C71 1.109
82 H -0.736 6.200 -2.308  N72 1.010
83 H 0.057 5.579 -3.571  N72 1.013
84 C -1.814 3.217 9.422  O85 1.420, H93 1.081, H94 1.094, H95 1.112
85 O -2.918 3.328 8.536  C84 1.420, C86 1.404
86 C -3.773 4.439 8.599  O85 1.404, C87 1.470, H96 1.115, H97 1.112
87 C -4.924 4.101 7.750  C86 1.470, N88 1.429, H98 1.098, H99 1.123
88 N -4.601 3.943 6.367  C87 1.429, C89 1.442, H100 0.981
89 C -5.792 3.575 5.644  N88 1.442, C90 1.566, H101 1.090, H102 1.097
90 C -5.496 3.306 4.130  C89 1.566, O91 1.394, H103 1.102, H104 1.087
91 O -4.766 2.121 4.049  C90 1.394, C92 1.447
92 C -4.514 1.720 2.682  O91 1.447, H105 1.105, H106 1.109, H107 1.116
93 H -2.142 3.089 10.443  C84 1.081
94 H -1.266 4.158 9.316  C84 1.094
95 H -1.212 2.318 9.161  C84 1.112
96 H -3.297 5.393 8.271  C86 1.115
97 H -4.056 4.570 9.666  C86 1.112
98 H -5.658 4.905 7.891  C87 1.098
99 H -5.427 3.167 8.118  C87 1.123
100 H -3.819 3.363 6.246  N88 0.981
101 H -6.455 4.432 5.762  C89 1.090
102 H -6.284 2.653 5.979  C89 1.097
103 H -4.872 4.119 3.726  C90 1.102
104 H -6.465 3.172 3.657  C90 1.087
105 H -5.491 1.422 2.261  C92 1.105
106 H -3.869 0.819 2.744  C92 1.109
107 H -4.088 2.607 2.157  C92 1.116
108 C 11.001 2.738 2.713  O109 1.402, H117 1.089, H118 1.096, H119 1.127
109 O 9.694 3.224 2.575  C108 1.402, C110 1.449
110 C 8.671 2.220 2.785  O109 1.449, C111 1.534, H120 1.106, H121 1.096
111 C 7.346 2.984 2.896  C110 1.534, N112 1.492, H122 1.128, H123 1.087
112 N 6.908 3.376 1.524  C111 1.492, C113 1.471, H124 1.008
113 C 5.602 4.041 1.400  N112 1.471, C114 1.517, H125 1.087, H126 1.105
114 C 4.420 3.092 1.469  C113 1.517, O115 1.451, H127 1.089, H128 1.094
115 O 3.261 3.955 1.603  C114 1.451, C116 1.389
116 C 2.070 3.344 1.232  O115 1.389, H129 1.103, H130 1.097, H131 1.098
117 H 11.601 3.452 2.152  C108 1.089
118 H 11.114 1.710 2.350  C108 1.096
119 H 11.349 2.789 3.784  C108 1.127
120 H 8.871 1.725 3.754  C110 1.106
121 H 8.686 1.467 1.989  C110 1.096
122 H 7.501 3.859 3.591  C111 1.128
123 H 6.643 2.267 3.313  C111 1.087
124 H 7.596 3.952 1.064  N112 1.008
125 H 5.620 4.515 0.421  C113 1.087
126 H 5.403 4.776 2.200  C113 1.105
127 H 4.452 2.430 2.333  C114 1.089
128 H 4.394 2.561 0.513  C114 1.094
129 H 2.169 2.959 0.203  C116 1.103
130 H 1.296 4.114 1.336  C116 1.097
131 H 1.726 2.618 1.981  C116 1.098
132 C 3.497 2.853 -3.827  O133 1.446, H141 1.088, H142 1.078, H143 1.092
133 O 3.982 1.613 -3.264  C132 1.446, C134 1.399
134 C 3.018 0.619 -3.464  O133 1.399, C135 1.520, H144 1.102, H145 1.119
135 C 3.454 -0.566 -2.619  C134 1.520, N136 1.460, H146 1.103, H147 1.093
136 N 3.641 -0.146 -1.234  C135 1.460, C137 1.467, H148 1.000
137 C 4.085 -1.279 -0.414  N136 1.467, C138 1.496, H149 1.124, H150 1.119
138 C 4.021 -0.846 1.016  C137 1.496, O139 1.445, H151 1.096, H152 1.072
139 O 4.557 -1.827 1.931  C138 1.445, C140 1.423
140 C 4.477 -1.357 3.271  O139 1.423, H153 1.088, H154 1.098, H155 1.102
141 H 3.147 2.693 -4.845  C132 1.088
142 H 4.244 3.626 -3.748  C132 1.078
143 H 2.598 3.108 -3.262  C132 1.092
144 H 2.850 0.395 -4.530  C134 1.102
145 H 2.019 0.935 -3.069  C134 1.119
146 H 4.393 -0.988 -3.016  C135 1.103
147 H 2.711 -1.367 -2.583  C135 1.093
148 H 4.354 0.555 -1.237  N136 1.000
149 H 5.110 -1.638 -0.703  C137 1.124
150 H 3.465 -2.193 -0.592  C137 1.119
151 H 2.971 -0.635 1.251  C138 1.096
152 H 4.669 -0.008 1.179  C138 1.072
153 H 5.102 -0.503 3.521  C140 1.088
154 H 4.829 -2.187 3.900  C140 1.098
155 H 3.426 -1.134 3.516  C140 1.102
156 C -3.571 4.688 -3.519  O157 1.410, H165 1.152, H166 1.117, H167 1.094
157 O -4.141 3.612 -4.231  C156 1.410, C158 1.441
158 C -4.457 2.538 -3.323  O157 1.441, C159 1.471, H168 1.103, H169 1.091
159 C -4.487 1.295 -4.110  C158 1.471, N160 1.461, H170 1.121, H171 1.092
160 N -4.839 0.105 -3.340  C159 1.461, C161 1.435, H172 1.028
161 C -3.857 -0.102 -2.313  N160 1.435, C162 1.504, H173 1.080, H174 1.100
162 C -3.974 -1.414 -1.587  C161 1.504, O163 1.400, H175 1.081, H176 1.110
163 O -5.137 -1.227 -0.830  C162 1.400, C164 1.410
164 C -5.279 -2.297 0.077  O163 1.410, H177 1.097, H178 1.086, H179 1.084
165 H -2.648 4.244 -2.991  C156 1.152
166 H -4.205 5.226 -2.773  C156 1.117
167 H -3.240 5.459 -4.220  C156 1.094
168 H -5.481 2.598 -2.920  C158 1.103
169 H -3.714 2.574 -2.525  C158 1.091
170 H -3.505 1.048 -4.592  C159 1.121
171 H -5.201 1.524 -4.904  C159 1.092
172 H -5.776 0.230 -2.936  N160 1.028
173 H -3.771 0.718 -1.615  C161 1.080
174 H -2.917 -0.144 -2.883  C161 1.100
175 H -3.098 -1.563 -0.972  C162 1.081
176 H -4.074 -2.283 -2.272  C162 1.110
177 H -5.139 -3.254 -0.440  C164 1.097
178 H -6.322 -2.260 0.378  C164 1.086
179 H -4.623 -2.344 0.938  C164 1.084
180 C -2.788 -8.988 -4.489  O181 1.388, H189 1.110, H190 1.095, H191 1.118
181 O -2.254 -8.748 -3.230  C180 1.388, C182 1.424
182 C -2.715 -9.579 -2.170  O181 1.424, C183 1.523, H192 1.084, H193 1.093
183 C -2.387 -8.924 -0.835  C182 1.523, N184 1.395, H194 1.111, H195 1.120
184 N -2.992 -7.676 -0.690  C183 1.395, C185 1.422, H196 1.009
185 C -2.326 -6.810 0.220  N184 1.422, C186 1.511, H197 1.110, H198 1.112
186 C -3.003 -5.465 0.347  C185 1.511, O187 1.418, H199 1.088, H200 1.101
187 O -4.303 -5.501 0.911  C186 1.418, C188 1.450
188 C -4.277 -5.816 2.326  O187 1.450, H201 1.114, H202 1.080, H203 1.093
189 H -2.482 -10.007 -4.806  C180 1.110
190 H -2.453 -8.275 -5.249  C180 1.095
191 H -3.906 -8.957 -4.486  C180 1.118
192 H -2.253 -10.552 -2.284  C182 1.084
193 H -3.792 -9.764 -2.156  C182 1.093
194 H -1.289 -8.788 -0.730  C183 1.111
195 H -2.684 -9.631 -0.018  C183 1.120
196 H -3.055 -7.217 -1.587  N184 1.009
197 H -1.282 -6.607 -0.096  C185 1.110
198 H -2.241 -7.301 1.214  C185 1.112
199 H -3.169 -5.030 -0.637  C186 1.088
200 H -2.405 -4.789 0.979  C186 1.101
201 H -4.011 -6.868 2.578  C188 1.114
202 H -5.235 -5.498 2.709  C188 1.080
203 H -3.522 -5.180 2.795  C188 1.093
204 C 7.593 -2.747 5.222  O205 1.400, H213 1.090, H214 1.118, H215 1.106
205 O 6.669 -2.513 6.246  C204 1.400, C206 1.449
206 C 6.006 -3.684 6.784  O205 1.449, C207 1.521, H216 1.064, H217 1.114
207 C 4.799 -3.366 7.652  C206 1.521, N208 1.468, H218 1.097, H219 1.119
208 N 3.690 -2.929 6.795  C207 1.468, C209 1.469, H220 1.008
209 C 2.430 -2.767 7.534  N208 1.469, C210 1.504, H221 1.138, H222 1.084
210 C 1.383 -2.167 6.636  C209 1.504, O211 1.405, H223 1.109, H224 1.092
211 O 1.810 -0.886 6.248  C210 1.405, C212 1.410
212 C 0.974 -0.346 5.250  O211 1.410, H225 1.136, H226 1.086, H227 1.103
213 H 7.988 -1.765 4.956  C204 1.090
214 H 7.280 -3.241 4.269  C204 1.118
215 H 8.430 -3.412 5.505  C204 1.106
216 H 6.733 -4.163 7.395  C206 1.064
217 H 5.678 -4.405 6.001  C206 1.114
218 H 5.074 -2.653 8.439  C207 1.097
219 H 4.468 -4.317 8.141  C207 1.119
220 H 3.934 -2.127 6.236  N208 1.008
221 H 2.546 -2.015 8.381  C209 1.138
222 H 2.131 -3.721 7.953  C209 1.084
223 H 0.422 -2.034 7.175  C210 1.109
224 H 1.173 -2.833 5.796  C210 1.092
225 H 0.956 -1.079 4.383  C212 1.136
226 H 1.484 0.565 4.948  C212 1.086
227 H -0.081 -0.197 5.534  C212 1.103
228 C -2.736 5.171 -7.192  O229 1.436, H237 1.107, H238 1.088, H239 1.116
229 O -1.943 5.066 -8.385  C228 1.436, C230 1.413
230 C -1.802 3.708 -8.748  O229 1.413, C231 1.494, H240 1.069, H241 1.092
231 C -0.947 3.763 -9.972  C230 1.494, N232 1.502, H242 1.104, H243 1.117
232 N 0.420 4.170 -9.501  C231 1.502, C233 1.483, H244 1.024
233 C 1.281 4.622 -10.620  N232 1.483, C234 1.540, H245 1.107, H246 1.052
234 C 2.667 5.035 -10.088  C233 1.540, O235 1.389, H247 1.119, H248 1.102
235 O 3.529 5.373 -11.122  C234 1.389, C236 1.381
236 C 4.734 5.916 -10.724  O235 1.381, H249 1.069, H250 1.103, H251 1.088
237 H -3.668 4.593 -7.335  C228 1.107
238 H -2.933 6.240 -7.130  C228 1.088
239 H -2.184 4.828 -6.284  C228 1.116
240 H -2.754 3.258 -8.933  C230 1.069
241 H -1.304 3.163 -7.944  C230 1.092
242 H -1.326 4.474 -10.726  C231 1.104
243 H -0.919 2.761 -10.464  C231 1.117
244 H 0.234 4.981 -8.904  N232 1.024
245 H 0.917 5.564 -11.074  C233 1.107
246 H 1.320 3.909 -11.391  C233 1.052
247 H 3.131 4.282 -9.402  C234 1.119
248 H 2.562 5.936 -9.464  C234 1.102
249 H 5.242 6.274 -11.593  C236 1.069
250 H 5.434 5.278 -10.160  C236 1.103
251 H 4.517 6.787 -10.109  C236 1.088
252 C -1.360 -1.584 2.139  O253 1.424, H261 1.104, H262 1.103, H263 1.083
253 O -0.951 -0.461 1.365  C252 1.424, C254 1.458
254 C -0.316 -0.736 0.082  O253 1.458, C255 1.551, H264 1.090, H265 1.114
255 C 0.256 0.647 -0.325  C254 1.551, N256 1.483, H266 1.089, H267 1.088
256 N -0.852 1.498 -0.822  C255 1.483, C257 1.456, H268 1.010
257 C -0.462 2.637 -1.642  N256 1.456, C258 1.499, H269 1.110, H270 1.089
258 C -0.579 2.326 -3.104  C257 1.499, O259 1.392, H271 1.110, H272 1.126
259 O 0.030 3.334 -3.847  C258 1.392, C260 1.421
260 C 0.055 3.105 -5.249  O259 1.421, H273 1.118, H274 1.100, H275 1.084
261 H -1.887 -1.184 3.023  C252 1.104
262 H -0.462 -2.107 2.506  C252 1.103
263 H -1.997 -2.244 1.563  C252 1.083
264 H -0.945 -1.109 -0.726  C254 1.090
265 H 0.557 -1.397 0.284  C254 1.114
266 H 1.047 0.484 -1.054  C255 1.089
267 H 0.688 1.049 0.589  C255 1.088
268 H -1.402 1.785 -0.024  N256 1.010
269 H 0.628 2.836 -1.567  C257 1.110
270 H -0.997 3.533 -1.333  C257 1.089
271 H -1.634 2.262 -3.442  C258 1.110
272 H -0.064 1.349 -3.325  C258 1.126
273 H -0.985 2.898 -5.605  C260 1.118
274 H 0.663 2.246 -5.569  C260 1.100
275 H 0.474 3.995 -5.704  C260 1.084

Calculated values
HOMO = -8.64 eV
HOMO-LUMO gap = 9.1 eV
energy = -5080.42615 a.u.
charge = 0